No. 1
132
Properties=species:S:1:pos:R:3:forces:R:3:lowdin_charge:R:1 method="wB97M-V/def2-TZVPD" charge=-1 orbital_gap_ev=6.6736 de_lowest_ev=0.000 mol_weight_da=942.25
O -4.710233 1.416879 4.708415 1.614 0.422 -1.425 -0.305
S -3.588105 1.415711 3.767755 0.126 -1.904 1.593 0.647
O -2.681983 0.265043 3.806530 -1.429 1.697 -0.249 -0.302
O -2.683123 2.732259 4.059210 -0.793 -0.353 0.056 -0.169
C -4.126169 1.698170 2.106221 -0.163 0.072 -0.756 -0.271
C -5.036071 0.583591 1.564816 -0.230 -0.144 -0.190 -0.206
C -5.807987 1.067844 0.312651 0.130 -0.039 -0.280 -0.186
C -5.016794 1.799649 -0.810335 -0.226 -0.435 -0.576 -0.132
C -4.380385 0.873355 -1.908651 0.199 0.666 0.433 -0.302
C -3.239388 1.545901 -2.736928 -0.322 -0.534 -0.850 -0.143
O -2.259041 0.539118 -2.955600 -0.445 0.399 0.582 -0.069
B -2.427834 -0.425945 -1.880702 -0.136 -0.523 -0.484 -0.960
P -1.147791 0.085905 -0.424888 -0.232 0.499 0.891 0.660
O -0.478098 -1.330716 0.100414 0.377 0.030 -0.278 -0.386
Cl 0.485150 1.037211 -1.407338 -0.055 -0.318 -0.162 0.099
C -2.216213 -1.960272 -2.425888 0.391 0.042 -0.206 -0.302
F -2.681977 -2.917947 -1.553935 0.188 0.350 -0.366 0.086
F -0.863701 -2.211880 -2.626471 -0.439 -0.263 0.087 0.045
C -2.865973 -2.252687 -3.812003 -0.192 -0.390 -1.100 -0.385
F -3.088360 -3.624308 -3.997026 0.386 2.131 -0.048 0.090
F -2.017407 -1.811008 -4.832677 -1.633 -0.861 1.368 0.091
F -4.079722 -1.628101 -3.981707 1.571 -0.916 0.111 0.130
O -3.810175 -0.312529 -1.387386 -0.082 0.665 0.077 -0.014
H -2.428073 3.096768 3.205512 0.326 0.119 -0.173 0.076
H -4.651838 2.662672 2.028390 0.122 -0.208 0.452 0.120
H -3.220248 1.770108 1.490384 0.040 -0.158 0.150 0.080
H -5.773577 0.308558 2.333279 0.170 0.121 -0.147 0.112
H -4.479126 -0.326241 1.324964 0.210 0.296 0.062 0.118
H -6.290453 0.200969 -0.162336 0.109 0.106 0.243 0.118
H -6.629549 1.711701 0.661988 0.237 0.028 -0.120 0.105
H -5.760821 2.394654 -1.366325 0.232 0.051 0.211 0.111
H -4.282587 2.518638 -0.431177 0.050 -0.186 0.128 0.097
H -5.188367 0.678900 -2.634127 0.052 -0.583 0.321 0.138
H -2.843958 2.462237 -2.271194 0.123 -0.235 0.077 0.118
H -3.606507 1.777682 -3.748800 -0.073 0.437 0.345 0.123
H 0.306432 -1.141544 0.631925 -0.288 -0.046 0.178 0.022
C 5.214356 -1.814236 -7.648069 0.016 0.018 0.145 -0.123
O 4.961770 -1.088089 -6.465408 -0.004 -0.044 -0.172 -0.196
C 3.817123 -0.235950 -6.526521 0.006 0.125 0.253 -0.206
C 2.726222 -0.737980 -5.605155 0.041 -0.185 -0.109 -0.206
N 2.146392 -1.978487 -6.107276 -0.041 0.086 0.048 -0.047
C 1.252412 -2.648597 -5.158751 0.047 -0.063 -0.137 -0.190
C 1.859214 -3.160247 -3.856935 -0.247 -0.076 0.078 -0.209
O 2.777640 -4.237669 -4.024624 0.094 0.135 -0.030 -0.179
C 4.111394 -3.866666 -4.303645 -0.106 -0.193 0.057 -0.113
H 6.171193 -2.319674 -7.521406 -0.001 -0.002 0.027 0.085
H 4.444466 -2.570277 -7.837769 -0.024 0.029 -0.099 0.080
H 5.284436 -1.152877 -8.517255 -0.033 0.008 -0.053 0.077
H 3.448178 -0.137684 -7.549352 -0.042 -0.082 -0.105 0.102
H 4.135462 0.754083 -6.189338 0.011 0.011 -0.012 0.121
H 1.939010 0.017683 -5.532403 -0.013 -0.007 0.028 0.126
H 3.168007 -0.858701 -4.607449 -0.022 0.124 0.038 0.108
H 2.893888 -2.615028 -6.345945 0.064 -0.032 -0.007 0.064
H 0.814874 -3.504871 -5.679152 -0.028 -0.005 0.031 0.122
H 0.427235 -1.975713 -4.915432 0.059 0.032 0.055 0.102
H 1.041105 -3.558237 -3.256339 0.026 -0.019 -0.003 0.113
H 2.310988 -2.358080 -3.262782 0.103 0.008 -0.076 0.116
H 4.377589 -2.916498 -3.833298 -0.007 0.054 -0.047 0.088
H 4.299616 -3.802057 -5.379535 0.058 0.121 -0.019 0.068
H 4.762680 -4.645957 -3.902996 -0.022 0.000 0.020 0.083
C 1.982772 -1.254360 3.847564 -0.207 0.217 -0.008 -0.118
O 1.121281 -0.133925 3.910275 0.194 -0.196 0.081 -0.194
C 0.356414 -0.035793 5.113699 -0.212 0.217 -0.158 -0.201
C 0.799610 1.166670 5.917156 0.216 -0.112 -0.012 -0.206
N 2.135156 0.977900 6.477570 -0.108 0.122 -0.015 -0.044
C 2.709569 2.184272 7.064620 0.105 -0.207 0.055 -0.204
C 2.993492 3.367085 6.143936 0.025 0.156 0.204 -0.226
O 4.021307 3.138330 5.197805 -0.101 -0.050 -0.101 -0.182
C 3.608851 2.513343 3.992662 0.200 0.044 0.026 -0.096
H 2.401104 -1.290518 2.842767 0.012 0.043 -0.013 0.085
H 2.805205 -1.174645 4.567685 0.015 -0.107 0.039 0.076
H 1.434137 -2.182483 4.028266 0.026 -0.060 0.041 0.088
H 0.423892 -0.953760 5.704078 0.139 -0.026 0.015 0.125
H -0.686504 0.105269 4.825368 0.063 -0.076 -0.021 0.091
H 0.091436 1.329887 6.735233 0.004 0.047 0.022 0.120
H 0.752932 2.038074 5.251099 -0.151 0.016 0.011 0.107
H 2.751231 0.646549 5.746967 -0.006 -0.041 -0.020 0.069
H 3.657430 1.892407 7.527340 0.019 0.078 0.016 0.117
H 2.051272 2.519416 7.873020 -0.042 0.059 -0.050 0.101
H 3.349029 4.187195 6.774378 0.015 -0.001 -0.012 0.119
H 2.087545 3.730667 5.645243 -0.018 -0.103 -0.070 0.111
H 2.586360 2.785578 3.720615 -0.034 -0.051 0.034 0.090
H 3.689136 1.424845 4.055283 -0.126 -0.012 -0.036 0.072
H 4.278946 2.849120 3.201057 0.007 0.031 0.022 0.086
C -1.213542 -0.723992 -8.034952 -0.001 0.029 -0.011 -0.099
O -1.362016 -0.046990 -9.276569 0.103 -0.107 0.071 -0.199
C -0.734520 1.222998 -9.336203 -0.164 0.083 -0.137 -0.223
C 0.429737 1.208664 -10.304262 0.062 -0.141 0.088 -0.219
N 1.547238 0.429060 -9.789782 -0.053 -0.025 -0.165 -0.045
C 2.600175 0.184032 -10.767786 0.000 -0.054 0.196 -0.203
C 2.260709 -0.666928 -11.988430 0.199 0.062 -0.101 -0.232
O 1.990549 -2.022241 -11.690059 -0.103 0.031 -0.032 -0.180
C 0.655985 -2.310455 -11.308114 0.112 -0.146 0.027 -0.096
H -1.854022 -1.603097 -8.064167 -0.017 0.012 -0.035 0.090
H -0.181643 -1.050209 -7.863528 0.012 0.046 0.084 0.069
H -1.533098 -0.090513 -7.203549 0.031 -0.031 0.049 0.089
H -0.415765 1.557443 -8.344740 0.059 -0.075 0.020 0.124
H -1.481976 1.931858 -9.706368 0.018 0.045 0.033 0.119
H 0.769071 2.236219 -10.470728 0.003 0.004 -0.028 0.121
H 0.051704 0.817854 -11.259542 -0.047 0.104 -0.034 0.105
H 1.206148 -0.460980 -9.447527 0.002 0.037 0.101 0.074
H 3.418899 -0.313286 -10.242692 0.066 -0.021 -0.018 0.102
H 2.986504 1.150048 -11.111128 -0.038 0.009 -0.037 0.117
H 3.144178 -0.677252 -12.633454 -0.002 -0.014 0.003 0.118
H 1.447006 -0.233846 -12.582838 -0.089 -0.024 0.083 0.109
H -0.059538 -1.646078 -11.799350 -0.002 0.052 0.043 0.088
H 0.524997 -2.249738 -10.224940 -0.095 0.067 -0.010 0.076
H 0.442628 -3.336278 -11.609884 0.029 0.007 -0.023 0.086
C -3.726939 0.390301 11.420504 0.048 0.071 0.077 -0.114
O -2.689308 0.361251 12.383060 -0.094 -0.042 -0.154 -0.198
C -1.969738 -0.864789 12.425827 0.142 -0.012 0.247 -0.221
C -0.547326 -0.676807 11.940233 -0.087 0.131 -0.191 -0.220
N -0.513799 -0.416376 10.508147 0.086 0.062 0.173 -0.047
C 0.790405 -0.008078 9.991904 -0.195 -0.010 -0.166 -0.191
C 1.381251 1.308181 10.489327 0.220 -0.135 -0.119 -0.225
O 0.666198 2.458397 10.072316 -0.013 -0.032 0.146 -0.192
C -0.427888 2.822883 10.892683 0.015 0.142 -0.190 -0.097
H -4.284229 1.313582 11.569542 0.027 0.011 0.022 0.087
H -3.336917 0.380641 10.397811 -0.052 -0.076 -0.027 0.082
H -4.409616 -0.454683 11.549919 -0.007 -0.016 -0.043 0.087
H -2.478114 -1.640374 11.846236 0.007 0.042 -0.086 0.122
H -1.943136 -1.188313 13.470805 -0.022 -0.014 -0.006 0.119
H 0.023223 -1.586948 12.148835 0.028 0.004 -0.002 0.122
H -0.104647 0.141749 12.525125 0.019 -0.070 0.116 0.105
H -1.186717 0.307042 10.292826 -0.038 -0.011 -0.044 0.071
H 0.698394 0.065123 8.905471 0.104 -0.006 -0.008 0.106
H 1.510000 -0.808390 10.191031 0.010 0.000 0.040 0.120
H 2.374503 1.394240 10.041154 -0.009 0.044 -0.014 0.112
H 1.529538 1.321025 11.576245 -0.141 0.017 0.030 0.110
H -0.254710 2.565702 11.940854 -0.021 -0.060 0.006 0.087
H -1.358552 2.360962 10.552568 -0.028 -0.052 0.116 0.074
H -0.551313 3.903699 10.815162 0.036 -0.001 -0.002 0.087

No. 2
14
Properties=species:S:1:pos:R:3:forces:R:3:nbo_charge:R:1 method="wB97M-V/def2-TZVPD" charge=0 orbital_gap_ev="7.1438 / 8.0454" multiplicity=6 mol_weight_da=167.07
H -2.176330 1.136497 0.541865 0.591 -0.429 0.226 0.095
C -1.525968 0.881426 -0.315340 0.072 1.891 2.777 0.612
F 0.104677 0.952023 -2.350557 3.276 -0.008 -0.601 -0.876
F -2.397038 0.105965 -1.014659 1.900 -0.550 -0.686 -0.336
F -1.383285 2.094097 -0.907136 0.130 -0.343 -0.230 -0.346
Cr 2.258972 1.261209 -2.481979 -2.812 -0.391 0.151 0.886
C 0.956879 -1.750659 0.680101 0.053 -0.183 -0.074 -0.244
O -0.147684 -0.933963 0.973741 -0.383 0.417 0.257 -0.549
C -0.029416 0.431262 0.659373 -2.500 -0.203 0.513 -0.116
H 0.727227 -2.757631 1.049315 -0.027 0.280 -0.019 0.196
H 1.115027 -1.835243 -0.407475 0.200 0.209 0.257 0.174
H 1.848079 -1.391704 1.222522 -0.028 -0.106 -0.387 0.157
H -0.362353 1.048776 1.507245 -0.796 -0.546 0.192 0.165
H 1.011212 0.757946 0.842985 0.323 -0.039 -2.375 0.181

No. 3
19
Properties=species:S:1:pos:R:3:forces:R:3:nbo_charge:R:1 method="wB97M-V/def2-TZVPD" smiles="C=CC=C(C)C.O" charge=0 orbital_gap_ev=9.6340 de_lowest_ev=1.918 mol_weight_da=100.16
C 1.412810 -0.764570 0.198480 -0.796 0.204 -0.655 -0.660
C 0.447009 0.099500 -0.625210 0.766 1.367 0.819 0.080
C -0.698750 0.593029 -0.126827 1.118 -0.444 0.336 -0.285
C -1.016647 0.454050 1.313698 -0.651 0.488 -0.963 -0.215
C -1.208742 1.580877 2.001553 0.309 -1.316 0.893 -0.402
C 1.081922 0.807508 -1.802414 -0.858 -1.495 -1.039 -0.647
H 1.057582 -0.867784 1.219223 0.157 -0.118 0.082 0.217
H 2.403643 -0.306308 0.200806 -0.061 0.040 0.061 0.223
H 1.522272 -1.756212 -0.253979 -0.005 0.078 0.023 0.221
H -1.267747 1.338571 -0.676367 0.120 -0.103 -0.079 0.211
H -1.091247 -0.555826 1.705342 -0.339 0.238 0.387 0.202
H -0.875736 2.524289 1.593620 -0.566 0.208 -0.066 0.201
H -1.518321 1.487369 3.040569 0.205 0.435 -0.085 0.201
H 1.739132 0.089934 -2.310318 0.261 0.488 0.001 0.210
H 1.591429 1.728800 -1.531846 0.226 -0.159 0.229 0.223
H 0.307788 1.058597 -2.536248 0.091 0.148 0.096 0.220
H -0.767814 -2.982492 -0.108414 0.466 0.085 0.707 0.467
H -1.721211 -1.823305 -0.544817 0.374 -0.087 0.175 0.480
O -1.397377 -2.706025 -0.756853 -0.816 -0.058 -0.922 -0.944

No. 4
13
Properties=species:S:1:pos:R:3:forces:R:3:nbo_charge:R:1 method="wB97M-V/def2-TZVPD" smiles="[H]/N=C/NN1CC1" charge=0 orbital_gap_ev=8.8257 de_lowest_ev=5.919 mol_weight_da=85.11
C -1.016277 -0.862540 -1.047013 1.071 -4.314 -0.915 0.245
C 0.962133 1.805442 0.756072 -3.189 -4.475 0.736 -0.275
C 0.496140 0.487405 1.634179 2.964 -0.200 -1.916 -0.292
H -1.394596 -2.868846 -1.227019 1.579 1.664 0.764 0.339
H -1.826489 -0.487815 -1.867282 1.714 -1.331 2.119 0.166
H -0.286815 0.975831 -1.483164 -0.419 -1.683 2.589 0.380
H 0.144664 2.498855 0.574305 0.038 -0.206 -0.050 0.195
H 1.939118 2.191079 0.632941 0.910 -0.157 0.268 0.213
H -0.592825 0.335683 2.129592 2.996 0.515 -1.180 0.252
H 1.556109 -0.131228 1.814443 -3.462 1.576 1.308 0.259
N -0.625653 -2.238367 -0.781245 -3.418 5.627 -1.410 -0.732
N -0.372672 0.309224 -0.597631 -5.116 0.768 -5.951 -0.474
N 0.685305 0.344087 0.145556 4.332 2.216 3.638 -0.275

No. 5
15
Properties=species:S:1:pos:R:3:forces:R:3:nbo_charge:R:1 method="wB97M-V/def2-TZVPD" charge=0 orbital_gap_ev="7.9581 / 7.9576" de_lowest_ev=4.255 mol_weight_da=166.02
C 0.712736 1.458221 -1.412519 -1.086 0.558 2.326 -0.613
C -0.187371 -1.199236 1.370580 2.294 -0.238 -1.641 -0.687
C 0.776961 0.364332 -0.263317 1.879 0.482 -0.903 -0.490
C -0.429073 -0.064770 0.465719 -2.558 -1.718 -1.843 -0.007
N -1.946676 -0.984961 -0.634096 1.192 -0.167 1.155 0.204
O -2.143548 -2.053582 -0.205701 0.304 1.292 -0.572 -0.242
Br -1.575812 1.334735 1.055413 0.136 0.185 0.210 0.043
H 1.630729 1.289611 -1.943953 0.002 0.258 -0.898 0.217
H -0.255103 1.399390 -1.974308 1.198 -0.041 0.108 0.225
H 0.770443 2.505333 -0.911421 -0.197 -1.747 -0.983 0.214
H 0.781646 -0.952660 1.853239 -0.663 -0.464 0.458 0.224
H -1.003109 -1.365017 2.032692 -0.327 -0.641 0.522 0.238
H 0.094680 -2.045541 0.613752 -0.893 0.919 1.781 0.234
H 1.322752 0.863246 0.569219 0.385 -0.368 -0.522 0.218
H 1.450745 -0.549102 -0.615297 -1.667 1.689 0.803 0.222

No. 6
18
Properties=species:S:1:pos:R:3:forces:R:3:nbo_charge:R:1 method="wB97M-V/def2-TZVPD" charge=0 orbital_gap_ev="8.7496 / 8.7491" de_lowest_ev=5.986 mol_weight_da=105.14
C -0.430112 0.721520 0.121930 1.814 -0.195 -0.681 0.190
C -0.459018 -0.689768 -0.039612 -2.266 0.310 0.492 0.165
C -0.013934 1.368679 1.390068 -0.052 -0.003 0.015 -0.688
C -0.746268 -1.409288 -1.318217 -0.008 0.096 0.041 -0.651
N 2.365067 0.168643 0.079591 -0.129 0.206 -0.039 -0.554
O 1.278069 0.204557 -0.813749 -0.139 0.450 0.535 -0.594
O -2.132977 -0.225926 0.640939 0.744 -0.616 -0.198 -0.858
H -2.717824 -0.161427 -0.127051 0.122 -0.113 0.031 0.450
H -0.816225 1.329478 -0.686184 0.081 -0.115 0.002 0.216
H -0.076524 -1.276111 0.786225 0.100 0.048 -0.025 0.223
H 2.856624 -0.712106 -0.065361 -0.114 0.101 -0.058 0.333
H 2.997245 0.916142 -0.203117 -0.009 -0.134 -0.011 0.333
H -0.430451 0.839425 2.245738 -0.095 0.004 -0.051 0.241
H -0.318388 2.413502 1.421506 -0.022 -0.060 0.018 0.223
H 1.076817 1.296822 1.477398 -0.033 -0.033 -0.136 0.273
H -1.141657 -0.730361 -2.074623 0.047 -0.010 0.018 0.216
H 0.177589 -1.846792 -1.694763 -0.056 0.039 -0.003 0.250
H -1.468034 -2.206989 -1.140718 0.012 0.025 0.052 0.230

Repeat the third record exactly.
19
Properties=species:S:1:pos:R:3:forces:R:3:nbo_charge:R:1 method="wB97M-V/def2-TZVPD" smiles="C=CC=C(C)C.O" charge=0 orbital_gap_ev=9.6340 de_lowest_ev=1.918 mol_weight_da=100.16
C 1.412810 -0.764570 0.198480 -0.796 0.204 -0.655 -0.660
C 0.447009 0.099500 -0.625210 0.766 1.367 0.819 0.080
C -0.698750 0.593029 -0.126827 1.118 -0.444 0.336 -0.285
C -1.016647 0.454050 1.313698 -0.651 0.488 -0.963 -0.215
C -1.208742 1.580877 2.001553 0.309 -1.316 0.893 -0.402
C 1.081922 0.807508 -1.802414 -0.858 -1.495 -1.039 -0.647
H 1.057582 -0.867784 1.219223 0.157 -0.118 0.082 0.217
H 2.403643 -0.306308 0.200806 -0.061 0.040 0.061 0.223
H 1.522272 -1.756212 -0.253979 -0.005 0.078 0.023 0.221
H -1.267747 1.338571 -0.676367 0.120 -0.103 -0.079 0.211
H -1.091247 -0.555826 1.705342 -0.339 0.238 0.387 0.202
H -0.875736 2.524289 1.593620 -0.566 0.208 -0.066 0.201
H -1.518321 1.487369 3.040569 0.205 0.435 -0.085 0.201
H 1.739132 0.089934 -2.310318 0.261 0.488 0.001 0.210
H 1.591429 1.728800 -1.531846 0.226 -0.159 0.229 0.223
H 0.307788 1.058597 -2.536248 0.091 0.148 0.096 0.220
H -0.767814 -2.982492 -0.108414 0.466 0.085 0.707 0.467
H -1.721211 -1.823305 -0.544817 0.374 -0.087 0.175 0.480
O -1.397377 -2.706025 -0.756853 -0.816 -0.058 -0.922 -0.944